Record 1
This record from the OMol25 dataset describes 14 unconnected molecules or ions with the total composition C44H124N8O20 in a non-equilibrium geometry. The level of theory is ωB97M-V/def2-TZVPD.

```
196
Properties=species:S:1:pos:R:3
C -5.076 -2.273 3.968
C -4.387 -3.114 2.841
C -4.109 -4.536 3.254
O -3.332 -4.677 4.426
C -3.316 -6.008 4.959
N -5.207 -3.187 1.612
H -5.226 -1.355 3.382
H -4.379 -2.175 4.798
H -5.945 -2.783 4.317
H -3.502 -2.536 2.446
H -3.655 -5.118 2.413
H -5.078 -4.995 3.421
H -3.106 -6.776 4.118
H -4.196 -6.321 5.518
H -2.440 -6.157 5.569
H -6.221 -3.368 1.787
H -5.377 -2.236 1.338
C -0.792 -2.691 4.777
C 0.635 -3.054 4.774
C 1.062 -3.852 3.516
O 0.717 -3.193 2.292
C 1.076 -3.975 1.117
N 1.549 -1.977 5.018
H -0.973 -1.818 5.319
H -1.358 -3.517 5.117
H -1.103 -2.599 3.740
H 0.841 -3.764 5.541
H 0.687 -4.875 3.556
H 2.164 -4.017 3.496
H 0.762 -3.465 0.241
H 0.561 -4.952 1.094
H 2.138 -4.243 1.089
H 1.385 -1.310 4.361
H 2.464 -2.336 5.173
C 3.211 2.991 3.190
C 4.615 2.442 3.261
C 4.468 0.985 3.457
O 3.979 0.365 2.234
C 3.917 -1.068 2.349
N 5.573 2.717 2.162
H 2.641 2.852 4.099
H 2.651 2.464 2.428
H 3.228 4.056 2.817
H 5.054 2.890 4.100
H 3.822 0.795 4.329
H 5.506 0.579 3.592
H 3.592 -1.349 1.347
H 3.260 -1.531 3.100
H 4.902 -1.431 2.592
H 5.767 3.714 2.119
H 5.131 2.521 1.221
C 3.338 -0.680 -4.831
C 3.433 -1.796 -3.839
C 4.811 -1.915 -3.236
O 5.734 -2.091 -4.227
C 6.864 -2.944 -4.044
N 2.459 -1.614 -2.746
H 3.903 -0.864 -5.723
H 3.670 0.326 -4.399
H 2.276 -0.558 -5.111
H 3.226 -2.742 -4.382
H 4.891 -2.791 -2.598
H 5.058 -0.978 -2.601
H 7.741 -2.550 -3.438
H 7.248 -3.074 -5.000
H 6.527 -3.911 -3.650
H 1.557 -1.442 -3.079
H 2.507 -2.398 -2.107
C 2.252 3.577 -0.903
C 2.736 2.273 -1.454
C 4.116 2.331 -2.094
O 5.091 2.742 -1.158
C 6.489 2.630 -1.466
N 2.525 1.202 -0.449
H 1.320 3.411 -0.330
H 2.120 4.275 -1.781
H 2.933 4.061 -0.214
H 2.052 2.010 -2.270
H 4.044 3.201 -2.806
H 4.295 1.401 -2.619
H 6.696 3.141 -2.446
H 6.688 1.574 -1.486
H 7.089 3.281 -0.724
H 3.159 1.222 0.364
H 2.656 0.296 -0.951
C -2.751 1.480 -7.516
C -2.269 1.562 -6.071
C -0.975 2.314 -6.100
O -0.417 2.569 -4.718
C 0.763 3.264 -4.787
N -3.149 2.292 -5.260
H -3.052 2.480 -7.841
H -3.579 0.811 -7.637
H -1.993 1.125 -8.141
H -2.143 0.546 -5.864
H -1.164 3.293 -6.576
H -0.224 1.663 -6.604
H 1.568 2.547 -5.227
H 0.973 3.545 -3.744
H 0.791 4.173 -5.440
H -4.114 1.940 -5.175
H -2.688 2.381 -4.361
C -2.439 1.445 5.611
C -0.984 1.091 5.301
C -0.858 0.800 3.841
O 0.494 0.357 3.595
C 0.782 0.082 2.232
N 0.044 2.115 5.720
H -3.082 0.681 5.073
H -2.787 2.415 5.369
H -2.723 1.332 6.669
H -0.848 0.132 5.921
H -1.085 1.675 3.248
H -1.490 -0.108 3.558
H 0.644 1.086 1.699
H 0.065 -0.506 1.638
H 1.827 -0.281 2.124
H 0.936 1.816 5.450
H -0.021 2.231 6.731
C -0.806 -1.133 -1.018
C -1.141 0.118 -1.821
C -1.368 1.269 -0.934
O -1.891 2.217 -1.849
C -1.956 3.504 -1.260
N -0.095 0.311 -2.819
H -1.482 -1.401 -0.134
H 0.120 -1.011 -0.519
H -0.781 -1.977 -1.652
H -2.062 -0.080 -2.347
H -0.440 1.677 -0.430
H -2.063 1.141 -0.099
H -2.353 4.166 -1.990
H -1.005 3.855 -0.869
H -2.608 3.384 -0.332
H -0.426 1.135 -3.255
H 0.785 0.472 -2.359
C -5.147 3.245 2.263
C -5.469 1.928 2.888
O -4.716 0.981 2.251
O -3.762 3.415 2.454
H -5.737 3.934 2.896
H -5.480 3.209 1.216
H -6.565 1.748 2.690
H -5.391 1.967 4.010
H -3.859 1.397 2.036
H -3.454 4.289 2.103
C 2.067 -5.592 -2.693
C 3.064 -6.282 -1.844
O 3.409 -7.470 -2.484
O 2.561 -4.944 -3.816
H 1.583 -4.856 -2.102
H 1.342 -6.297 -2.997
H 2.663 -6.544 -0.871
H 3.908 -5.578 -1.683
H 3.601 -7.242 -3.428
H 1.809 -4.495 -4.239
C 0.047 5.468 2.043
C -0.461 4.047 2.480
O -1.134 4.273 3.725
O 0.901 5.958 3.109
H -0.801 6.159 1.949
H 0.595 5.327 1.099
H 0.406 3.421 2.672
H -1.133 3.580 1.724
H -0.719 3.776 4.464
H 0.474 5.834 3.966
C -3.936 7.096 0.446
C -2.986 8.273 0.349
O -1.960 7.712 -0.460
O -3.288 5.930 0.946
H -4.197 6.837 -0.572
H -4.756 7.313 1.178
H -2.756 8.457 1.395
H -3.434 9.037 -0.261
H -1.263 8.328 -0.671
H -2.444 5.864 0.457
C -2.411 -4.321 -1.233
C -3.774 -4.999 -1.342
O -4.840 -4.021 -1.265
O -1.268 -5.132 -1.358
H -2.467 -3.849 -0.242
H -2.414 -3.468 -2.029
H -3.881 -5.801 -0.588
H -4.062 -5.537 -2.288
H -4.841 -3.697 -0.351
H -1.202 -5.425 -2.283
C -1.358 -2.266 -4.798
C -0.720 -3.510 -4.216
O 0.413 -3.786 -5.011
O -0.266 -1.396 -5.065
H -1.997 -1.805 -4.002
H -1.920 -2.513 -5.685
H -1.367 -4.337 -4.244
H -0.352 -3.286 -3.152
H 0.706 -2.876 -5.273
H -0.131 -0.814 -4.285
```

Output
Multiplicity: 1
Kohn-Sham gap: 9.099 eV
Charge: 0
Highest occupied orbital energy: -8.639 eV
Energy relative to the best compared isomer or geometry (same formula, charge and spin): 251.8 kJ/mol

***

Record 2
This record from the OMol25 dataset describes 22 unconnected molecules or ions with the total composition C44H132O22 in a non-equilibrium geometry. The level of theory is ωB97M-V/def2-TZVPD.

```
198
Properties=species:S:1:pos:R:3
C -21.687 39.550 -36.644
C -20.938 38.446 -37.401
O -19.597 38.749 -37.416
H -22.695 39.216 -36.396
H -21.790 40.445 -37.258
H -21.158 39.643 -35.696
H -21.262 38.409 -38.441
H -21.118 37.500 -36.890
H -19.074 38.056 -37.826
C -22.385 28.097 -31.081
C -21.973 29.192 -32.074
O -20.627 28.823 -32.411
H -22.112 27.107 -31.447
H -23.462 28.129 -30.910
H -21.983 28.127 -30.068
H -22.171 30.115 -31.530
H -22.509 29.242 -33.022
H -20.845 28.046 -32.932
C -21.200 31.522 -41.195
C -20.374 30.289 -41.157
O -20.105 29.972 -42.432
H -21.120 32.078 -40.260
H -22.232 31.372 -41.510
H -20.925 32.234 -41.973
H -20.972 29.517 -40.673
H -19.438 30.368 -40.605
H -20.723 29.261 -42.614
C -16.133 32.525 -41.540
C -16.864 31.414 -42.196
O -18.053 31.901 -42.739
H -16.686 32.919 -40.687
H -15.786 33.249 -42.277
H -15.211 32.280 -41.013
H -17.071 30.702 -41.397
H -16.307 30.891 -42.974
H -18.693 31.190 -42.654
C -15.105 36.325 -36.891
C -14.141 36.502 -38.021
O -14.891 37.043 -39.080
H -15.709 37.230 -36.823
H -14.624 36.390 -35.916
H -15.826 35.538 -37.116
H -13.598 35.567 -38.162
H -13.359 37.229 -37.800
H -14.360 37.573 -39.678
C -13.834 36.660 -42.033
C -13.600 38.193 -42.137
O -13.324 38.705 -40.829
H -12.917 36.152 -41.736
H -14.253 36.231 -42.943
H -14.728 36.494 -41.432
H -14.483 38.560 -42.660
H -12.840 38.520 -42.847
H -13.416 39.658 -40.756
C -19.168 29.660 -28.894
C -18.145 29.932 -29.913
O -17.220 28.957 -29.886
H -19.693 28.712 -29.015
H -19.945 30.425 -28.896
H -18.685 29.807 -27.928
H -17.598 30.875 -29.923
H -18.584 30.149 -30.887
H -16.747 28.993 -30.721
C -16.103 35.934 -33.201
C -15.523 36.426 -31.867
O -15.926 37.740 -31.583
H -17.098 35.516 -33.045
H -15.474 35.122 -33.566
H -16.060 36.685 -33.989
H -14.441 36.552 -31.902
H -15.662 35.730 -31.040
H -16.729 37.737 -31.056
C -17.072 39.141 -34.953
C -17.569 39.762 -33.614
O -16.557 40.275 -32.842
H -17.630 38.269 -35.292
H -16.005 38.923 -34.995
H -17.050 39.914 -35.721
H -18.105 39.000 -33.049
H -18.309 40.525 -33.855
H -16.058 39.564 -32.433
C -24.299 35.270 -39.508
C -23.252 35.841 -40.596
O -23.850 35.634 -41.891
H -24.517 34.227 -39.740
H -25.231 35.823 -39.395
H -23.794 35.290 -38.542
H -22.256 35.398 -40.608
H -23.008 36.868 -40.325
H -23.105 35.612 -42.496
C -17.934 28.452 -38.009
C -16.898 27.346 -38.395
O -17.344 26.758 -39.621
H -17.739 28.764 -36.983
H -18.946 28.052 -37.939
H -17.924 29.334 -38.650
H -16.775 26.638 -37.575
H -15.879 27.730 -38.439
H -18.187 26.356 -39.399
C -21.076 37.956 -33.255
C -20.170 36.749 -33.341
O -20.867 35.568 -33.031
H -21.966 37.937 -33.884
H -20.508 38.866 -33.449
H -21.577 38.087 -32.296
H -19.478 36.894 -32.511
H -19.572 36.746 -34.253
H -21.133 35.638 -32.111
C -21.399 31.014 -37.039
C -21.576 32.549 -36.753
O -22.631 32.935 -37.580
H -22.259 30.429 -36.711
H -20.566 30.614 -36.462
H -21.297 30.826 -38.108
H -20.687 33.118 -37.026
H -21.832 32.713 -35.706
H -23.352 33.216 -37.012
C -17.793 33.569 -37.902
C -18.020 33.099 -36.486
O -18.394 31.708 -36.563
H -17.451 34.598 -38.007
H -18.636 33.420 -38.577
H -16.944 33.062 -38.361
H -18.864 33.552 -35.966
H -17.147 33.032 -35.837
H -18.554 31.428 -35.658
C -11.387 33.331 -40.153
C -10.586 34.007 -39.069
O -9.242 34.211 -39.536
H -11.404 34.024 -40.994
H -12.448 33.257 -39.913
H -11.097 32.298 -40.347
H -10.442 33.162 -38.395
H -11.007 34.795 -38.445
H -8.799 34.547 -38.753
C -17.939 32.689 -32.747
C -19.162 31.857 -33.137
O -18.651 30.846 -34.064
H -17.213 32.875 -33.538
H -17.452 32.254 -31.874
H -18.225 33.648 -32.314
H -20.001 32.376 -33.600
H -19.617 31.396 -32.261
H -18.583 29.966 -33.686
C -15.351 26.434 -33.279
C -16.229 27.732 -33.368
O -15.782 28.582 -32.351
H -15.433 26.188 -32.221
H -14.301 26.604 -33.517
H -15.833 25.664 -33.882
H -17.224 27.299 -33.266
H -16.039 28.117 -34.370
H -15.045 29.121 -32.645
C -17.340 34.876 -44.784
C -17.810 35.424 -43.469
O -18.980 34.654 -43.105
H -18.176 34.952 -45.480
H -16.907 33.879 -44.695
H -16.417 35.296 -45.185
H -18.135 36.451 -43.635
H -17.014 35.481 -42.726
H -18.679 33.744 -43.053
C -19.441 37.099 -40.648
C -17.945 36.963 -40.416
O -17.564 37.575 -39.199
H -20.032 36.562 -39.906
H -19.630 36.612 -41.605
H -19.787 38.132 -40.663
H -17.492 37.444 -41.282
H -17.512 35.965 -40.494
H -16.605 37.538 -39.162
C -14.211 29.025 -40.904
C -13.469 28.479 -39.604
O -12.188 29.009 -39.540
H -13.685 28.803 -41.833
H -14.067 30.098 -40.780
H -15.280 28.830 -40.988
H -13.589 27.417 -39.390
H -13.974 28.903 -38.737
H -11.607 28.290 -39.801
C -20.137 26.871 -35.507
C -21.512 26.282 -35.088
O -21.746 26.368 -33.667
H -19.931 26.458 -36.495
H -19.364 26.618 -34.781
H -20.070 27.956 -35.583
H -21.633 25.264 -35.457
H -22.334 26.893 -35.461
H -21.463 25.495 -33.386
C -14.410 31.748 -37.400
C -14.746 31.278 -35.953
O -13.869 32.051 -35.148
H -15.005 31.093 -38.038
H -13.368 31.781 -37.718
H -14.953 32.686 -37.515
H -14.391 30.248 -35.965
H -15.771 31.362 -35.591
H -13.868 31.667 -34.268
```

Output
Multiplicity: 1
Kohn-Sham gap: 9.441 eV
Charge: 0
Highest occupied orbital energy: -9.401 eV
Energy relative to the best compared isomer or geometry (same formula, charge and spin): 455.1 kJ/mol

***

Record 3
This record from the OMol25 dataset describes a molecular structure, C44H24BrF7N5O3SeSn. The level of theory is ωB97M-V/def2-TZVPD.

```
86
Properties=species:S:1:pos:R:3
Sn -1.956 1.527 1.395
C 4.120 -10.303 -5.075
O 4.415 -9.907 -3.750
C 3.842 -8.761 -3.294
C 4.093 -8.440 -1.962
C 3.543 -7.303 -1.408
C 2.728 -6.458 -2.164
C 2.503 -6.777 -3.498
C 3.053 -7.916 -4.067
C 2.115 -5.251 -1.605
N 1.575 -4.288 -2.311
C 1.111 -3.378 -1.392
C 1.377 -3.800 -0.113
N 2.025 -5.003 -0.261
C 1.008 -3.059 1.051
C 1.328 -3.408 2.369
C 0.920 -2.594 3.396
C 0.177 -1.448 3.087
N -0.135 -1.113 1.857
C 0.276 -1.872 0.841
C -0.016 -1.401 -0.515
N -0.680 -0.238 -0.659
C -0.850 0.241 -1.874
C -0.408 -0.402 -3.035
C 0.228 -1.611 -2.910
C 0.437 -2.133 -1.629
H 4.604 -11.265 -5.218
H 4.514 -9.590 -5.804
H 3.044 -10.415 -5.228
H 4.729 -9.095 -1.382
H 3.769 -7.067 -0.375
H 1.885 -6.114 -4.087
H 2.861 -8.131 -5.108
H 2.314 -5.618 0.478
H 1.904 -4.304 2.572
H 1.174 -2.821 4.423
H -0.168 -0.772 3.862
H -1.376 1.189 -1.940
H -0.577 0.054 -4.001
H 0.585 -2.164 -3.769
F -2.090 6.928 0.168
C -2.542 5.709 -0.208
C -2.100 4.584 0.451
C -2.549 3.321 0.070
C -3.429 3.230 -1.024
C -3.865 4.399 -1.636
F -4.769 4.340 -2.654
C -3.448 5.653 -1.251
C -3.838 1.892 -1.514
C -4.015 1.608 -2.873
C -4.290 0.312 -3.264
C -4.395 -0.680 -2.298
C -4.208 -0.313 -0.977
N -3.934 0.929 -0.593
H -1.394 4.697 1.266
H -3.816 6.545 -1.737
H -3.920 2.397 -3.604
H -4.407 0.072 -4.313
H -4.606 -1.708 -2.562
H -4.271 -1.048 -0.181
F -1.701 8.309 5.529
C -2.105 7.115 5.068
C -3.419 6.714 5.220
F -4.289 7.530 5.838
C -3.828 5.483 4.742
F -5.118 5.159 4.916
C -2.961 4.595 4.107
Se -3.528 2.891 3.522
C -1.647 5.039 3.974
F -0.730 4.256 3.387
C -1.215 6.269 4.435
F 0.062 6.646 4.283
Br 5.097 6.943 1.722
C 3.824 5.528 1.822
C 3.649 4.862 3.022
C 2.733 3.822 3.081
C 1.991 3.470 1.962
C 2.173 4.165 0.772
C 3.101 5.193 0.691
C 0.968 2.358 2.060
O 1.081 1.512 2.938
O 0.039 2.432 1.171
H 4.218 5.152 3.894
H 2.577 3.271 3.999
H 1.568 3.897 -0.083
H 3.251 5.731 -0.235
```

Output
Multiplicity: 1
Kohn-Sham gap: 5.855 eV
Charge: -1
Highest occupied orbital energy: -4.213 eV
Energy relative to the best compared isomer or geometry (same formula, charge and spin): 113.9 kJ/mol